Arrangement 1

Entry from the OMol25 dataset: one molecule with the formula C3H7NS (wB97M-V/def2-TZVPD).

**E_HOMO**: -8.30 eV
**Orbital gap**: 9.2 eV
**SMILES string**: NC[C@H]1CS1

Element x y z (Å)
C  0.264  0.784  -0.592
C  -0.397  -0.429  0.175
C  -0.361  -1.865  -0.278
H  1.320  1.856  0.510
H  -0.251  2.289  0.940
H  -0.759  0.826  -1.321
H  1.419  0.490  -0.820
H  -1.069  -0.268  1.241
H  -1.115  -2.448  0.314
H  -0.145  -1.769  -1.321
N  0.252  1.920  0.240
S  0.843  -1.386  0.914

***

Arrangement 2

Entry from the OMol25 dataset: one molecule with the formula C3H7NS (wB97M-V/def2-TZVPD).

**E_HOMO**: -8.47 eV
**Orbital gap**: 9.4 eV
**SMILES string**: C=NSCC

Element x y z (Å)
C  2.075  -0.089  0.781
C  0.873  -0.270  -0.156
C  -2.857  0.332  -0.713
H  1.884  -0.370  1.847
H  2.293  0.989  0.890
H  2.966  -0.644  0.583
H  1.156  -0.273  -1.160
H  0.461  -1.268  0.072
H  -3.449  -0.213  -1.416
H  -3.224  1.034  0.005
N  -1.669  -0.121  -0.751
S  -0.509  0.893  0.019

***

Arrangement 3

Entry from the OMol25 dataset: one molecule with the formula C3H7NS (wB97M-V/def2-TZVPD).

**E_HOMO**: -8.44 eV
**Orbital gap**: 9.5 eV
**SMILES string**: C/C=N\SC

Element x y z (Å)
C  1.983  1.487  -0.314
C  -0.981  -0.932  -0.564
C  -1.685  -1.102  0.758
H  2.298  2.260  0.343
H  2.796  0.859  -0.612
H  1.575  1.985  -1.205
H  -1.358  -1.476  -1.471
H  -2.569  -1.619  0.539
H  -1.023  -1.686  1.428
H  -1.748  -0.174  1.297
N  0.042  -0.208  -0.757
S  0.672  0.605  0.559

***

Arrangement 4

Entry from the OMol25 dataset: one molecule with the formula C3H7NS (wB97M-V/def2-TZVPD).

**E_HOMO**: -8.87 eV
**Orbital gap**: 9.9 eV
**SMILES string**: C[C@@H]1CN1S

Element x y z (Å)
C  -0.348  1.221  -0.138
C  -0.053  -0.237  -0.441
C  1.205  -0.987  0.083
N  -1.126  -0.010  0.492
S  -2.769  -0.062  -0.121
H  0.086  1.915  0.606
H  -0.876  1.862  -0.768
H  -0.451  -0.445  -1.354
H  1.471  -0.486  1.051
H  1.961  -0.917  -0.814
H  0.764  -1.914  0.134
H  -3.333  -0.643  0.956

***

Stability, lowest: arrangement 1

***

Arrangement 1

Entry from the OMol25 dataset: a 4-piece molecular cluster, H7O4 overall (wB97M-V/def2-TZVPD).

**E_HOMO**: -4.40 eV
**Net charge**: -1
**Orbital gap**: 8.5 eV

Element x y z (Å)
O  -1.328  -0.700  -1.509
H  -1.554  -1.190  -2.289
O  -1.988  -1.038  0.826
H  -2.320  -0.169  1.111
H  -1.902  -0.895  -0.262
O  1.000  -0.679  -0.377
H  0.228  -0.497  -0.984
H  0.758  -0.912  0.521
O  2.331  2.396  1.019
H  2.935  1.738  1.374
H  1.787  1.926  0.369

***

Arrangement 2

Entry from the OMol25 dataset: a 4-piece molecular cluster, H7O4 overall (wB97M-V/def2-TZVPD).

**E_HOMO**: -5.06 eV
**Net charge**: -1
**Orbital gap**: 9.7 eV

Element x y z (Å)
O  0.029  -0.011  0.720
H  -0.056  0.000  1.658
O  0.860  -2.296  -0.231
H  1.709  -2.026  -0.566
H  0.448  -1.502  0.144
O  -2.358  0.375  -0.270
H  -2.418  -0.428  -0.780
H  -1.339  0.233  0.075
O  1.458  1.948  -0.209
H  0.961  1.155  0.114
H  0.786  2.439  -0.730

***

Stability, lowest: arrangement 1

***

Arrangement 1

Entry from the OMol25 dataset: a 3-piece molecular cluster, C4H12O3 overall (wB97M-V/def2-TZVPD).

**E_HOMO (alpha / beta)**: -14.48 / -14.48 eV
**Expectation value of S²**: 0.7597
**Net charge**: +1
**Orbital gap (alpha / beta)**: 7.8 / 5.0 eV
**Multiplicity**: 2

Element x y z (Å)
C  0.652  0.085  -0.194
C  0.759  1.673  -0.073
C  2.240  1.949  -0.411
C  0.453  2.074  1.365
O  0.631  -0.334  -1.383
H  0.148  -0.551  0.605
H  0.150  1.962  -0.939
H  2.325  2.962  -0.751
H  2.622  1.152  -1.071
H  2.844  1.969  0.615
H  0.814  3.134  1.523
H  0.921  1.210  1.935
H  -0.584  2.163  1.695
H  -4.022  -3.316  -2.058
H  -3.666  -4.058  -0.811
O  -3.495  -3.118  -1.326
H  -1.378  -3.202  -0.140
H  -0.717  -2.440  0.890
O  -0.698  -3.314  0.529

***

Arrangement 2

Entry from the OMol25 dataset: a 2-piece molecular cluster, C4H12O3 overall (wB97M-V/def2-TZVPD).

**E_HOMO (alpha / beta)**: -15.38 / -15.33 eV
**Expectation value of S²**: 0.7547
**Net charge**: +1
**Orbital gap (alpha / beta)**: 12.5 / 5.8 eV
**Multiplicity**: 2

Element x y z (Å)
C  1.149  0.822  0.954
O  2.445  0.398  0.895
C  0.475  0.790  -0.430
C  -1.030  0.552  -0.301
C  -1.645  0.437  -1.675
O  -1.173  -0.661  0.435
H  0.619  0.291  1.729
H  1.218  1.892  1.244
H  2.541  -0.453  1.399
H  0.654  1.678  -1.030
H  0.893  -0.030  -1.023
H  -1.508  1.318  0.300
H  -2.673  0.085  -1.523
H  -1.699  1.307  -2.319
H  -1.199  -0.400  -2.205
H  -1.846  -1.213  0.019
H  0.510  -1.663  0.880
H  0.981  -3.024  1.408
O  1.287  -2.125  1.244

***

Stability, lowest: arrangement 1

***

Arrangement 1

Entry from the OMol25 dataset: a 2-piece molecular cluster, C11H15N overall (wB97M-V/def2-TZVPD).

**E_HOMO (alpha / beta)**: -13.10 / -13.22 eV
**Expectation value of S²**: 0.7803
**Net charge**: +1
**Orbital gap (alpha / beta)**: 9.2 / 6.1 eV
**Multiplicity**: 2

Element x y z (Å)
C  -0.619  1.888  4.520
C  -1.406  1.214  3.430
H  0.236  2.415  4.030
H  -1.074  2.730  5.111
H  -0.284  1.195  5.396
H  -2.456  1.051  3.579
H  -0.876  0.359  3.179
H  -1.181  1.940  2.629
C  -0.856  1.752  -2.227
C  0.506  -1.693  -2.180
C  -0.010  -0.569  -1.392
C  -0.366  0.339  -2.428
C  0.314  -0.022  -3.662
C  1.547  -2.720  -0.264
C  1.206  -2.858  -1.612
C  1.009  -1.573  0.501
C  0.138  -0.646  0.052
N  0.721  -1.376  -3.517
H  2.135  -3.380  0.385
H  1.518  -3.706  -2.185
H  1.323  -1.635  1.540
H  -0.374  -0.057  0.715
H  1.042  -1.844  -4.287
H  0.369  0.529  -4.527
H  -0.613  2.378  -3.096
H  -0.113  2.386  -1.746
H  -1.836  1.903  -1.944

***

Arrangement 2

Entry from the OMol25 dataset: a 2-piece molecular cluster, C11H15N overall (wB97M-V/def2-TZVPD).

**E_HOMO (alpha / beta)**: -13.05 / -12.95 eV
**Expectation value of S²**: 0.7775
**Net charge**: +1
**Orbital gap (alpha / beta)**: 9.3 / 5.7 eV
**Multiplicity**: 2

Element x y z (Å)
C  -2.267  -0.663  0.004
C  -2.282  -0.405  -1.459
H  -2.054  -1.763  0.330
H  -1.593  -0.126  0.595
H  -3.181  -0.259  0.467
H  -2.795  -1.283  -1.994
H  -1.196  -0.604  -1.699
H  -2.750  0.606  -1.568
C  1.735  -2.101  1.718
C  0.287  1.226  0.428
C  0.827  -0.084  0.087
C  1.193  -0.636  1.407
C  0.828  0.255  2.384
C  0.182  2.240  -0.543
C  0.453  1.873  -1.845
C  1.303  -0.353  -1.164
C  0.920  0.633  -2.229
N  0.321  1.402  1.806
H  -0.270  2.119  2.245
H  -0.128  3.191  -0.455
H  0.863  0.280  3.446
H  0.662  2.713  -2.549
H  1.990  -1.156  -1.386
H  1.353  -2.585  2.557
H  2.767  -2.281  1.927
H  1.293  0.390  -3.175
H  1.541  -2.629  0.666

***

Arrangement 3

Entry from the OMol25 dataset: a 2-piece molecular cluster, C11H15N overall (wB97M-V/def2-TZVPD).

**E_HOMO (alpha / beta)**: -13.09 / -12.97 eV
**Expectation value of S²**: 0.7810
**Net charge**: +1
**Orbital gap (alpha / beta)**: 9.4 / 5.4 eV
**Multiplicity**: 2

Element x y z (Å)
C  4.240  -0.323  -2.098
C  5.047  0.622  -1.128
H  3.191  0.148  -2.336
H  4.883  -0.476  -2.907
H  4.029  -1.416  -1.759
H  5.423  1.476  -1.504
H  5.717  -0.024  -0.575
H  4.331  1.066  -0.402
C  -0.441  -2.321  -1.249
C  0.062  0.201  -1.301
C  -0.463  -0.914  -0.701
C  -1.127  0.994  0.397
C  -1.199  -0.427  0.507
C  -1.921  1.750  1.301
C  -1.809  -1.230  1.430
C  -2.441  1.020  2.346
C  -2.344  -0.406  2.447
N  -0.381  1.368  -0.607
H  0.925  0.395  -1.962
H  -0.744  2.060  -1.266
H  -1.429  -2.312  -1.760
H  -0.129  -3.075  -0.448
H  -1.892  2.729  1.321
H  -1.862  -2.271  1.505
H  -3.100  1.575  3.126
H  -2.640  -0.775  3.488
H  0.344  -2.471  -1.982

***

Stability, lowest: arrangement 3

***

Arrangement 1

Entry from the OMol25 dataset: a 2-piece molecular cluster, H3O6 overall (wB97M-V/def2-TZVPD).

**E_HOMO (alpha / beta)**: -16.93 / -16.97 eV
**Net charge**: +1
**Orbital gap (alpha / beta)**: 8.7 / 8.8 eV

Element x y z (Å)
O  0.363  -1.042  -0.960
O  0.083  1.947  0.079
O  -0.880  -1.484  -0.581
O  1.060  -0.345  0.590
O  -0.669  1.169  0.933
O  0.058  -0.074  1.295
H  0.248  -0.116  -1.466
H  0.769  2.357  0.574
H  -1.032  -2.413  -0.464

***

Arrangement 2

Entry from the OMol25 dataset: an isolated ion of composition H3O6 and charge +1 (wB97M-V/def2-TZVPD).

**E_HOMO**: -16.99 eV
**Net charge**: +1
**Orbital gap**: 11.3 eV

Element x y z (Å)
O  -0.608  1.058  1.680
O  1.133  -1.038  -1.492
O  -0.863  -0.776  -0.526
O  0.246  1.497  0.734
O  0.932  0.307  0.253
O  0.240  -0.111  -0.950
H  -0.265  1.312  2.556
H  0.854  -2.001  -1.267
H  -1.669  -0.249  -0.989

***

Stability, lowest: arrangement 2

***

Arrangement 1

Entry from the OMol25 dataset: a 2-piece molecular cluster, C2H3F2N overall (wB97M-V/def2-TZVPD).

**E_HOMO**: -9.55 eV
**Orbital gap**: 9.2 eV

Element x y z (Å)
C  1.238  0.650  -0.203
C  -2.148  -0.221  0.100
N  0.585  -0.382  -0.034
F  2.033  1.217  0.842
F  -1.993  -1.538  0.313
H  1.208  1.252  -1.055
H  -1.519  -0.071  -0.850
H  0.594  -0.905  0.887

***

Arrangement 2

Entry from the OMol25 dataset: a 2-piece molecular cluster, C2H3F2N overall (wB97M-V/def2-TZVPD).

**E_HOMO**: -11.10 eV
**Orbital gap**: 11.9 eV
**SMILES string**: FC1=NC1.F

Element x y z (Å)
C  0.041  0.210  -0.817
C  0.417  -1.034  -0.231
N  -0.196  -0.362  0.648
F  0.995  -2.220  -0.368
F  0.065  -1.440  2.967
H  0.808  0.920  -1.206
H  -0.930  0.318  -1.370
H  -0.557  -0.812  2.501

***

Stability, lowest: arrangement 1

***

Arrangement 1

Entry from the OMol25 dataset: a 2-piece molecular cluster, C2H3F2N overall (wB97M-V/def2-TZVPD).

**E_HOMO (alpha / beta)**: -8.71 / -8.71 eV
**Orbital gap (alpha / beta)**: 7.9 / 7.9 eV

Element x y z (Å)
C  1.220  0.452  0.151
C  -0.910  -0.962  -0.192
N  0.099  -0.137  -0.021
F  -2.125  -0.611  0.116
F  -0.853  1.730  -0.095
H  1.783  0.129  1.022
H  1.408  1.310  -0.309
H  -0.623  -1.910  -0.671

***

Arrangement 2

Entry from the OMol25 dataset: one molecule with the formula C2H3F2N (wB97M-V/def2-TZVPD).

**E_HOMO**: -11.21 eV
**Orbital gap**: 12.1 eV
**SMILES string**: [H]/N=C(\F)CF

Element x y z (Å)
C  -0.523  0.238  0.075
C  0.831  -0.574  0.033
N  -0.651  1.496  -0.037
F  -1.525  -0.681  0.209
F  1.944  0.122  0.193
H  0.671  -1.437  0.742
H  0.791  -0.903  -0.936
H  -1.539  1.739  -0.278

***

Stability, lowest: arrangement 1

***

Arrangement 1

Entry from the OMol25 dataset: a 2-piece molecular cluster, CH5O2PS overall (wB97M-V/def2-TZVPD).

**E_HOMO**: -9.04 eV
**Orbital gap**: 9.0 eV
**SMILES string**: O=PO.CS

Element x y z (Å)
C  -1.257  1.869  0.072
O  0.448  -2.106  -1.386
O  1.490  -3.055  0.678
P  0.061  -2.708  -0.107
S  0.292  1.236  0.816
H  -1.100  2.880  -0.324
H  -2.044  1.943  0.777
H  -1.367  1.248  -0.806
H  1.129  1.753  -0.087
H  2.348  -3.059  0.367

***

Arrangement 2

Entry from the OMol25 dataset: one molecule with the formula CH5O2PS (wB97M-V/def2-TZVPD).

**E_HOMO**: -9.84 eV
**Orbital gap**: 10.3 eV
**SMILES string**: CS(=O)(=O)P

Element x y z (Å)
C  0.351  1.028  1.077
O  0.682  0.632  -1.511
O  -1.689  0.431  -0.531
P  -0.394  -1.947  -0.250
S  -0.259  0.276  -0.486
H  1.120  1.529  0.513
H  -0.500  1.634  1.439
H  0.676  0.452  1.931
H  0.926  -2.208  -0.626
H  -0.912  -1.826  -1.556

***

Stability, lowest: arrangement 2

***

Arrangement 1

Entry from the OMol25 dataset: CH3F2PS as an isolated structure (wB97M-V/def2-TZVPD).

**E_HOMO**: -10.43 eV
**Orbital gap**: 10.9 eV

Element x y z (Å)
C  -1.528  -0.336  -0.138
F  -2.589  -1.521  0.629
F  -1.769  -0.648  -1.394
P  0.161  -0.779  0.472
S  -2.215  1.214  0.323
H  0.277  -1.844  -0.411
H  0.729  0.123  -0.446
H  -1.564  1.287  1.483

***

Arrangement 2

Entry from the OMol25 dataset: one molecule with the formula CH3F2PS (wB97M-V/def2-TZVPD).

**E_HOMO**: -10.09 eV
**Orbital gap**: 10.8 eV
**SMILES string**: FC(F)(P)S

Element x y z (Å)
C  0.255  0.196  -0.203
F  1.516  0.297  -0.665
F  0.008  1.492  0.389
P  -0.018  -1.336  0.809
S  -0.813  -0.070  -1.689
H  1.025  -1.147  1.731
H  -0.790  -0.511  1.501
H  -1.184  1.080  -1.873

***

Stability, lowest: arrangement 1